The following is a DFT calculation (wB97M-V/def2-TZVPD) of 2 unconnected molecules or ions with the total composition C3H4INO at a distorted geometry.

Structure (XYZ):
```
10
Properties=species:S:1:pos:R:3:forces:R:3
O -1.2735 -1.4982 -0.4143 -0.80 -1.69 -1.22
N -0.7967 -0.6020 -1.2743 0.41 -0.10 -1.83
C -0.5567 0.5566 -0.8981 -0.62 1.95 -0.65
I 0.1654 1.8902 -2.3467 0.08 -0.02 -0.09
H -1.1627 -1.1384 0.4271 0.15 0.84 2.85
H -0.7365 1.1234 0.0114 -0.22 -0.66 0.07
C 0.7777 -0.0755 1.6545 1.28 -0.25 -1.38
C 1.3448 -0.0720 0.5964 0.51 0.01 0.28
H 0.4220 -0.1660 2.6155 -0.69 -0.01 1.44
H 1.8162 -0.0183 -0.3714 -0.10 -0.07 0.54
```
Forces are in eV/Å.

Values from the calculation:
net charge: 0
energy relative to the best compared isomer or geometry (same formula, charge and spin): 432.6 kJ/mol
SMILES: O/N=C/I.C#C
2S+1: 1
max |F|: 0.058 hartree/bohr
HOMO-LUMO gap: 0.35517 hartree


The following is a DFT calculation (wB97M-V/def2-TZVPD) of a molecular structure, C40H36Cl7FN2O2Ti at a distorted geometry.

Structure (XYZ):
```
89
Properties=species:S:1:pos:R:3:forces:R:3
Ti -0.4619 -0.0798 0.6260 -0.75 0.80 0.58
C 2.4265 0.8664 -0.9783 -0.08 -1.82 0.11
C 1.9279 0.5779 -2.3748 -1.19 -0.17 -1.67
C 3.0952 -0.0904 -3.1736 -1.14 0.95 -0.15
C 0.6501 -0.2976 -2.6780 0.86 1.09 -0.46
C 0.0339 0.0093 -3.9029 -0.26 -0.69 0.74
C -1.0304 -0.7647 -4.3576 0.50 -0.02 -0.01
C -1.3402 -1.9282 -3.6670 -0.49 -0.17 -0.58
C -0.7422 -2.2446 -2.4589 -0.82 -1.13 0.35
C -1.2108 -3.5798 -1.8428 0.03 -0.45 -0.84
C -2.5057 -3.4927 -1.0353 0.14 1.12 0.26
C -0.1518 -4.3797 -1.0985 -0.37 -0.81 0.02
C 0.1604 -1.3527 -1.9111 0.65 0.60 0.75
N 0.5196 -1.3592 -0.5096 0.81 -0.94 0.23
C 1.6873 -2.0746 -0.1327 -0.75 0.44 0.12
C 2.4792 -2.9277 -0.9031 0.25 0.04 0.35
C 3.6037 -3.4949 -0.3136 0.80 -0.06 0.08
C 4.0038 -3.2726 1.0302 0.07 -0.28 -1.43
C 3.1970 -2.4825 1.7905 -0.47 0.79 0.50
C 2.1064 -1.8984 1.1672 0.55 -0.26 0.50
F 1.4024 -0.9652 1.8612 -0.47 0.04 -0.20
H 3.2022 1.5742 -1.1288 0.96 0.66 0.30
H 2.8315 -0.0823 -0.5250 -0.12 1.20 -0.34
H 1.7005 1.3073 -0.3251 -0.31 0.31 0.31
H 1.6545 1.5468 -2.8877 0.59 -0.79 0.64
H 3.1691 -1.1013 -2.8552 0.36 -0.92 0.39
H 4.0105 0.4443 -2.9737 0.41 0.08 -0.02
H 2.9035 -0.1174 -4.2490 -0.01 0.17 0.07
H 0.3844 0.8870 -4.4155 -0.04 0.17 -0.38
H -1.5703 -0.5002 -5.2560 0.03 0.01 -0.10
H -2.0879 -2.6419 -4.0539 0.37 0.55 0.09
H -1.4970 -4.1847 -2.7428 0.35 0.41 0.58
H -2.3620 -3.1647 0.0052 0.01 -0.13 -0.47
H -3.0532 -4.4089 -1.0461 -0.08 -0.94 0.14
H -3.1662 -2.7821 -1.5188 -0.20 0.30 -0.02
H 0.1942 -3.8812 -0.2132 0.13 0.21 0.25
H 0.7014 -4.7102 -1.6916 -0.07 0.34 -0.17
H -0.5995 -5.3094 -0.7433 -0.22 -0.06 0.00
H 2.2122 -3.1264 -1.9393 0.20 0.06 0.24
H 4.2429 -4.0834 -0.9566 0.05 -0.16 0.03
H 4.9617 -3.5712 1.4611 -0.40 -0.42 -0.45
H 3.4654 -2.2771 2.8284 -0.36 0.21 -0.31
Cl -3.0751 3.1742 -5.4850 0.03 0.09 0.28
C -2.4458 2.7735 -3.9120 -0.68 -0.63 0.00
C -1.3273 3.4030 -3.4163 -0.19 -0.11 -0.30
C -0.7409 2.9980 -2.2544 -0.01 0.14 -0.27
Cl 0.6623 3.8551 -1.8301 0.72 0.16 0.71
C -1.2213 1.8930 -1.5529 0.42 -0.35 1.07
O -0.5877 1.4355 -0.4904 0.10 -0.19 0.03
C -2.3863 1.2762 -2.0077 0.01 0.29 -0.41
C -2.8367 0.0674 -1.3538 -1.39 0.64 -0.98
O -2.2845 -0.5279 -0.4455 0.55 -0.24 0.13
C -3.0079 1.7549 -3.1809 -0.19 -0.72 0.10
H -0.8518 4.1769 -3.9608 0.23 0.69 -0.49
H -3.8240 -0.3049 -1.7360 0.66 -0.08 0.27
H -3.8790 1.2355 -3.5634 -0.02 0.01 0.03
Cl -3.0521 1.7225 1.6611 0.14 0.07 -0.42
C -3.0845 0.0964 2.2752 -1.33 1.18 1.08
C -2.0633 -0.7591 2.0179 0.61 -0.27 -0.85
C -2.2317 -2.0082 2.5562 0.15 -0.69 0.26
Cl -1.0093 -3.1794 2.2240 0.59 -0.42 -0.04
C -3.2674 -2.3926 3.4063 0.05 0.45 -0.01
Cl -3.3855 -3.9818 3.9861 -0.03 -0.61 0.30
C -4.2018 -1.4419 3.7921 0.05 0.68 -0.67
Cl -5.4205 -1.7631 4.9570 0.06 -0.18 -0.08
C -4.1302 -0.1886 3.1643 0.07 -0.39 0.28
Cl -5.3184 0.9848 3.5531 -0.11 0.19 -0.02
C 2.7221 2.8669 1.9808 0.48 0.70 0.14
N 1.7061 3.6417 1.3047 0.35 -0.49 -0.23
C 1.9820 5.0500 1.1695 1.14 -0.86 -0.80
C 0.3193 3.4251 1.6691 -0.81 -0.24 0.90
C 0.1273 2.3803 2.7773 0.68 0.44 -0.52
C 0.3548 2.8580 4.0824 -0.42 -0.53 0.40
C 0.3766 2.0032 5.1807 -0.32 -0.82 -0.89
C 0.1762 0.6200 4.9711 0.46 0.76 -1.04
C -0.0006 0.1665 3.6552 0.10 1.10 1.01
C -0.0240 1.0001 2.5335 -0.33 0.43 -0.18
H 3.6398 2.9486 1.4080 0.22 -0.15 -0.25
H 2.4553 1.8313 2.0903 -0.18 -0.42 -0.27
H 2.9906 3.1921 2.9949 -0.21 0.30 0.21
H 2.9592 5.2230 0.6745 -0.38 -0.16 0.28
H 1.9923 5.5216 2.1263 0.00 0.81 0.95
H 1.2279 5.4782 0.5401 -0.45 0.44 -0.26
H -0.2338 3.1778 0.7712 -0.27 -0.08 0.03
H -0.1024 4.3660 2.0600 0.02 -0.14 -0.04
H 0.4807 3.9190 4.3160 0.02 -0.21 -0.53
H 0.5410 2.4532 6.1396 0.04 -0.18 0.50
H 0.2523 -0.1345 5.7364 -0.14 0.14 0.41
H -0.1203 -0.8733 3.5042 -0.04 -0.88 0.17
```
Forces are in eV/Å.

Values from the calculation:
net charge: 0
energy relative to the best compared isomer or geometry (same formula, charge and spin): 116.1 kJ/mol
2S+1: 1
max |F|: 0.041 hartree/bohr
HOMO-LUMO gap: 0.24938 hartree


The following is a DFT calculation (wB97M-V/def2-TZVPD) of 2 unconnected molecules or ions with the total composition C3H7OS at a distorted geometry.

Structure (XYZ):
```
12
Properties=species:S:1:pos:R:3:forces:R:3
O 3.0662 -0.3514 -0.1999 0.36 0.48 -0.22
C 2.1355 -0.7913 0.4142 -0.17 -0.59 0.28
H 1.3087 -0.2068 0.8261 -0.07 0.33 -0.13
H 2.1030 -1.8714 0.6421 -0.23 -0.14 -0.04
C -1.3821 1.6094 0.8318 1.53 -0.55 0.87
C -1.5806 0.0869 0.6584 -0.44 0.83 -1.07
S -0.9769 -0.4170 -1.0059 -0.11 -0.18 0.27
H -0.3097 1.8593 0.8816 -0.09 -0.17 -0.30
H -1.7643 2.1332 -0.0371 -0.36 0.06 0.06
H -1.7453 1.9868 1.7944 -0.58 0.10 -0.10
H -1.1045 -0.5732 1.3820 0.08 0.40 0.47
H -2.6693 -0.0173 0.7567 0.08 -0.57 -0.10
```
Forces are in eV/Å.

Values from the calculation:
net charge: -1
energy relative to the best compared isomer or geometry (same formula, charge and spin): 113.5 kJ/mol
2S+1: 1
max |F|: 0.036 hartree/bohr
HOMO-LUMO gap: 0.23868 hartree


The following is a DFT calculation (wB97M-V/def2-TZVPD) of a gas-phase ion, C4H6NO2S (charge -1) at a distorted geometry.

Structure (XYZ):
```
14
Properties=species:S:1:pos:R:3:forces:R:3
O -0.4526 -1.7405 2.0112 -0.16 -0.59 -0.36
C 0.1475 -0.6933 1.9973 -0.59 1.56 0.59
N -0.0249 0.3494 1.1201 0.69 0.15 -0.23
C -0.5214 0.1999 -0.2217 0.01 -1.67 -2.23
C -0.3646 1.4283 -1.1022 -0.57 0.79 0.99
O -0.0849 2.5359 -0.6930 0.14 -0.07 0.06
C 0.3288 -0.9209 -1.0242 -1.41 1.20 1.34
S 1.8462 -0.1273 -1.5513 0.40 -0.16 -0.04
H 0.7414 -0.3850 2.8917 0.24 -0.07 -0.55
H 0.7251 1.0344 1.0787 -0.01 -0.06 0.51
H -1.6007 -0.0563 -0.2890 0.37 0.04 0.54
H -0.8084 1.3349 -2.1121 0.39 -0.46 -0.01
H 0.3517 -1.6888 -0.2531 0.58 -0.55 -0.46
H -0.2833 -1.2707 -1.8524 -0.08 -0.10 -0.15
```
Forces are in eV/Å.

Values from the calculation:
net charge: -1
energy relative to the best compared isomer or geometry (same formula, charge and spin): 72.3 kJ/mol
SMILES: O=CN[C@@H](C=O)C[S-]
2S+1: 1
max |F|: 0.054 hartree/bohr
HOMO-LUMO gap: 0.25065 hartree


The following is a DFT calculation (wB97M-V/def2-TZVPD) of 16 unconnected molecules or ions with the total composition C48H126N2O16 at a distorted geometry.

Structure (XYZ):
```
192
Properties=species:S:1:pos:R:3:forces:R:3
C 12.5733 3.8680 2.4777 -0.30 -0.10 0.47
C 14.0394 3.6370 2.9196 -0.86 0.85 -0.39
C 14.7850 4.9786 2.6172 -0.71 -0.26 0.15
C 16.1571 5.0369 3.1657 1.13 -0.70 -0.45
C 16.1489 4.7871 4.6520 0.46 0.43 -0.60
C 15.3690 3.5280 5.0914 1.66 -0.53 0.50
N 14.0718 3.4512 4.3875 1.65 3.24 -0.44
O 13.3374 2.4012 4.8032 -1.10 -1.92 0.64
C 16.2133 2.2130 4.8572 0.01 0.58 -0.09
C 15.1930 3.6874 6.6171 -1.48 -0.68 0.14
C 14.5089 2.4324 2.1134 0.60 -0.35 -0.15
H 12.0913 4.6130 3.1108 0.06 0.20 -0.01
H 11.9450 2.9786 2.5256 0.22 -0.25 0.23
H 12.5066 4.1792 1.4352 0.31 0.22 -0.02
H 14.7164 5.2905 1.5750 0.10 -0.56 -0.28
H 14.3225 5.8132 3.1440 -0.90 -0.13 0.17
H 16.6027 6.0004 2.9184 0.13 0.10 0.15
H 16.8327 4.2863 2.7556 -0.04 -0.13 -0.53
H 15.8277 5.7160 5.1232 -0.60 -0.20 0.40
H 17.2130 4.7387 4.8833 -0.03 -0.50 0.69
H 16.3027 2.0133 3.7894 0.04 -0.14 0.24
H 17.2252 2.2703 5.2582 0.08 0.45 0.05
H 15.7968 1.3435 5.3656 -0.46 0.10 -0.21
H 14.7680 2.7695 7.0234 0.02 -0.22 0.04
H 16.0580 3.8971 7.2462 0.37 0.10 -0.66
H 14.4340 4.4366 6.8424 0.05 0.37 -0.13
H 14.1539 1.5065 2.5658 -0.11 0.05 0.16
H 15.5932 2.3446 2.0439 -0.02 0.12 -0.15
H 14.1034 2.4431 1.1017 0.06 0.20 -0.05
H 12.7123 2.8130 5.4044 -0.32 -0.29 0.08
C 14.8166 12.0957 0.6025 0.20 0.62 -1.47
C 15.6635 10.8602 0.9748 0.11 1.59 1.90
C 14.6936 9.7226 1.2876 0.51 -1.54 -1.00
C 15.3412 8.2909 1.3711 0.51 1.59 -0.59
C 16.2041 8.0879 0.0847 -0.60 0.55 0.20
C 17.2876 9.1918 -0.2284 -0.37 -0.56 0.52
N 16.6119 10.5286 -0.0975 -2.33 -4.11 -0.04
O 17.3926 11.5008 -0.5487 1.35 2.56 -0.31
C 18.5456 8.9805 0.6697 -0.58 -0.59 0.98
C 17.7158 8.9889 -1.7110 -0.13 0.48 0.94
C 16.3660 11.2637 2.2987 0.43 -0.96 0.14
H 14.6397 12.1041 -0.4730 -0.49 -0.42 -0.17
H 15.2950 13.0704 0.6978 0.65 -0.12 0.50
H 13.8734 12.2338 1.1311 -0.02 -0.61 0.18
H 14.1388 9.8326 2.2194 0.05 0.71 0.02
H 13.9900 9.7430 0.4554 -0.35 -0.33 -0.07
H 14.5105 7.5909 1.4609 0.20 -0.26 -0.18
H 15.8906 8.2751 2.3123 0.33 -0.32 -0.01
H 15.4302 8.1312 -0.6815 0.06 0.36 -0.54
H 16.6201 7.0959 -0.0917 0.35 -0.07 0.63
H 19.2764 9.7752 0.8198 -0.04 0.33 -0.83
H 18.2906 8.7551 1.7052 -0.62 0.12 0.27
H 19.0502 8.0496 0.4110 0.20 0.16 -0.63
H 16.8336 9.1610 -2.3276 0.27 -0.18 -0.25
H 18.5092 9.6963 -1.9524 -0.16 0.16 -0.22
H 18.1649 8.0094 -1.8753 -0.35 -0.10 0.18
H 15.6952 11.6561 3.0630 -0.30 0.34 -0.36
H 17.1871 11.9643 2.1470 0.00 0.09 0.05
H 16.7537 10.3580 2.7651 0.47 -0.10 0.05
H 17.8695 11.8419 0.2114 0.79 0.52 0.27
O 20.4506 5.3564 -0.5087 -0.42 -0.60 0.08
H 21.0720 5.2449 0.2107 0.12 -0.13 0.39
H 20.5952 6.2519 -0.8142 -0.01 0.39 -0.54
O 10.3216 10.5475 1.3605 -0.31 -0.19 -0.21
H 11.1901 10.5485 0.9580 0.35 0.04 -0.22
H 10.4451 10.0984 2.1967 -0.05 -0.19 0.29
O 20.3444 12.1495 -2.5912 0.38 0.04 -0.10
H 20.0505 11.7634 -1.7660 -0.18 -0.11 0.26
H 19.5364 12.3844 -3.0475 -0.29 0.02 -0.14
O 15.7999 11.3287 -2.9891 0.25 0.54 -0.43
H 15.2367 10.5770 -3.1737 -0.59 -0.23 0.06
H 16.2248 11.1121 -2.1591 0.06 0.06 0.31
C 15.1340 16.0978 -1.2358 -0.26 -0.66 -0.07
C 15.0716 17.0076 -0.0316 0.82 0.49 -1.51
C 15.5098 18.4188 -0.5672 0.28 -0.89 1.89
O 13.7787 17.1454 0.4596 -1.33 0.68 0.27
H 14.8046 15.0721 -1.0693 -0.21 -0.10 0.27
H 16.1378 15.9976 -1.6486 0.01 0.31 -0.06
H 14.4536 16.5491 -1.9579 0.15 -0.18 -0.33
H 15.6707 16.6562 0.8084 0.58 0.14 -0.20
H 16.5268 18.4230 -0.9594 -0.02 -0.29 -0.14
H 15.5560 18.9966 0.3559 -0.27 0.77 -0.34
H 14.8259 18.8179 -1.3162 -0.10 -0.10 0.29
H 13.3269 16.3063 0.5751 0.21 -0.21 -0.10
C 22.6128 8.4210 -0.7846 -0.53 -0.18 0.02
C 21.5933 8.6196 -1.8749 -0.37 1.47 -1.90
C 22.1019 8.8475 -3.2861 0.88 0.34 -0.54
O 20.6878 7.5566 -2.0092 -0.08 -0.95 1.22
H 23.2101 9.3250 -0.6655 -0.04 0.00 -0.04
H 23.2760 7.5674 -0.9245 -0.12 -0.08 -0.08
H 22.0010 8.2873 0.1076 0.36 -0.17 0.36
H 21.0157 9.5133 -1.6389 -0.11 0.30 0.45
H 22.7849 9.6838 -3.4352 0.52 -0.17 0.53
H 21.3401 9.1236 -4.0152 -0.57 -0.37 0.38
H 22.5388 7.9019 -3.6070 0.33 0.09 -0.26
H 20.2381 7.6064 -2.8559 -0.08 0.37 -0.23
C 12.5910 7.9691 -4.7226 0.23 -0.92 0.22
C 13.9164 8.2514 -3.9928 -1.14 2.19 -0.89
C 14.9723 8.7731 -5.0078 0.14 -0.91 0.69
O 13.5853 9.3737 -3.1473 0.88 0.14 0.22
H 12.7007 7.0596 -5.3132 -0.18 0.07 -0.41
H 12.2315 8.8122 -5.3126 0.51 0.01 -0.22
H 11.7747 7.7836 -4.0245 0.18 -0.16 0.32
H 14.2400 7.4115 -3.3781 0.19 -0.10 -0.21
H 15.9730 8.8916 -4.5922 0.03 -0.30 0.39
H 14.7716 9.7714 -5.3966 -0.68 -0.23 -0.15
H 15.0402 8.0112 -5.7842 0.03 0.31 -0.38
H 13.3493 9.0323 -2.2816 -0.01 -0.15 0.23
C 14.0256 10.6195 5.5792 0.03 0.60 -0.16
C 14.2598 9.1363 5.3498 1.43 1.03 1.49
C 15.3096 8.6506 6.3614 0.45 0.61 -0.04
O 13.0613 8.5160 5.6356 -1.68 -0.55 -0.54
H 13.2594 11.1118 4.9803 -0.30 -0.56 -0.31
H 14.9209 11.1858 5.3227 0.26 -0.04 0.39
H 13.7245 10.7840 6.6137 0.26 0.06 0.09
H 14.6972 9.0264 4.3574 -0.47 -0.56 -0.50
H 15.0878 8.9672 7.3805 -0.60 -0.25 0.05
H 16.2631 9.1549 6.2040 0.27 -0.25 -0.46
H 15.4414 7.5692 6.3260 0.08 0.00 0.00
H 13.1205 7.5586 5.6738 0.32 -0.09 -0.09
C 19.4021 11.0159 5.5448 0.28 0.32 0.42
C 19.2673 12.3112 4.7081 -0.81 -0.49 0.30
C 17.9736 13.0276 5.0838 0.00 -0.56 -0.30
O 20.3724 13.1579 4.8751 1.20 0.15 0.99
H 18.7045 10.2338 5.2450 0.29 -0.06 -0.76
H 19.1198 11.0916 6.5949 -0.03 0.89 0.19
H 20.4345 10.6723 5.6090 -0.03 -0.24 -0.55
H 19.2830 12.0704 3.6452 -0.56 -0.47 -0.14
H 17.8992 13.2115 6.1556 0.33 0.27 -0.02
H 17.1405 12.3621 4.8574 -0.18 0.13 -0.25
H 17.8932 13.9460 4.5024 -0.27 0.07 0.14
H 20.2976 13.9413 4.3252 -0.26 -0.05 -0.04
C 11.3379 7.4031 0.9321 0.30 -0.55 -0.45
C 11.9892 6.7776 -0.3089 0.45 -1.17 0.35
C 11.2155 5.7098 -1.0650 -0.75 -0.28 1.40
O 12.3558 7.7823 -1.1975 0.36 1.23 -0.72
H 11.2152 6.6815 1.7398 -0.09 -0.03 -0.04
H 10.3753 7.8481 0.6803 -0.08 0.01 0.03
H 12.0180 8.1855 1.2688 -0.05 0.06 0.12
H 12.9346 6.3031 -0.0458 0.18 0.11 0.43
H 11.8006 5.1116 -1.7635 0.01 0.60 -0.30
H 10.3051 6.1541 -1.4673 0.04 -0.14 -0.51
H 10.8734 4.9881 -0.3232 -0.19 -0.18 0.11
H 11.5422 8.2215 -1.4557 -0.18 0.26 -0.28
C 8.6957 13.1596 3.3634 -0.17 -0.22 -0.09
C 9.9796 13.6986 2.6979 -0.90 -1.69 0.15
C 11.1851 13.0270 3.3601 0.84 0.73 -0.82
O 9.9525 13.2890 1.3048 0.15 1.43 0.64
H 8.3685 13.5760 4.3161 0.32 0.54 -0.05
H 8.8587 12.1095 3.6062 -0.03 -0.24 -0.22
H 7.8598 13.2091 2.6656 -0.01 0.13 0.02
H 10.0125 14.7878 2.7265 0.17 -0.09 -0.14
H 11.1807 11.9538 3.1692 -0.31 0.04 0.29
H 11.3787 13.2327 4.4129 -0.37 0.06 0.03
H 12.0427 13.3873 2.7920 0.38 0.06 0.15
H 9.8593 12.3341 1.2718 0.00 -0.36 0.20
C 23.1361 7.1444 2.8563 -0.84 -0.88 1.20
C 21.9650 6.1164 2.9384 -0.61 2.47 -0.51
C 20.6090 6.8795 2.8918 0.81 0.04 0.24
O 22.0328 5.3067 1.8004 0.09 -1.10 -0.18
H 23.2207 7.5483 3.8651 0.33 0.33 -0.02
H 22.9429 7.9598 2.1592 0.06 -0.27 -0.11
H 24.0432 6.5857 2.6257 0.14 0.30 -0.13
H 22.0378 5.5182 3.8467 0.02 -0.03 0.12
H 19.7361 6.2468 3.0528 0.10 -0.05 -0.02
H 20.4976 7.4203 1.9520 0.11 -0.41 -0.28
H 20.6302 7.6916 3.6185 -0.09 -0.18 0.41
H 22.7441 4.6901 1.9887 0.09 -0.27 -0.46
C 17.3465 6.0647 -4.5891 1.82 -0.25 1.24
C 18.9087 6.3505 -4.4913 0.24 -1.14 -1.32
C 19.7860 5.7361 -5.6138 -0.43 0.35 -0.61
O 19.2261 7.7349 -4.4576 -0.64 0.11 0.28
H 17.1750 4.9905 -4.6579 0.12 -0.04 -0.49
H 16.7831 6.6126 -5.3445 0.33 0.00 -0.01
H 16.9942 6.2797 -3.5802 -0.45 0.49 -0.12
H 19.3136 5.9142 -3.5782 -0.42 0.13 0.35
H 19.9008 4.6528 -5.5759 -0.28 0.01 0.03
H 20.7831 6.1695 -5.6918 0.15 0.04 0.89
H 19.4097 6.0475 -6.5882 -0.56 -0.37 -0.23
H 18.7118 8.1406 -5.1594 0.04 0.38 -0.03
C 18.2040 15.6819 1.6808 0.82 1.07 0.38
C 18.2761 14.5788 0.6901 -1.18 0.58 -2.14
C 18.9248 15.0385 -0.6798 -1.51 -0.68 1.40
O 18.9387 13.4465 1.1849 0.21 -0.31 0.31
H 19.2268 16.0528 1.7468 0.23 0.36 0.47
H 17.8512 15.4352 2.6822 -0.04 -0.36 -0.12
H 17.6145 16.5267 1.3245 0.00 -0.13 -0.11
H 17.2501 14.2935 0.4578 -0.05 -0.48 -0.05
H 18.6785 14.2571 -1.3987 0.74 -0.19 -0.01
H 19.9844 15.2104 -0.4906 0.01 0.08 -0.54
H 18.3766 15.8975 -1.0669 0.41 0.41 0.24
H 19.7858 13.7958 1.4714 0.46 -0.42 0.15
```
Forces are in eV/Å.

Values from the calculation:
net charge: 0
energy relative to the best compared isomer or geometry (same formula, charge and spin): 0.0 kJ/mol
2S+1: 1
max |F|: 0.092 hartree/bohr
HOMO-LUMO gap: 0.31390 hartree